Entry 1:
Below is 2 unconnected molecules or ions with the total composition C4H3I in a non-equilibrium geometry, with properties calculated with the ωB97M-V functional and the def2-TZVPD basis.

* gap between HOMO and LUMO: 8.8 eV
* relative energy (zero: lowest compared OMol25 entry of this formula, charge and spin): 2.647 eV
* HOMO: -8.87 eV
* DFT total energy: -12291.8516 eV

Last column: Mulliken charge in e.
CARTESIAN COORDINATES (ANGSTROEM)
C: -0.542 -0.490 0.307  0.32
C: 0.635 -0.071 0.055  0.69
C: -1.814 -0.800 0.484  -0.93
C: 1.661 0.629 -0.357  -0.86
I: 3.571 0.234 -1.092  0.12
H: -2.589 0.037 0.595  0.19
H: -2.400 -1.744 0.552  0.26
H: 1.479 2.205 -0.544  0.21

---

Entry 2:
Below is a single C4H3I molecule in a non-equilibrium geometry, with properties calculated with the ωB97M-V functional and the def2-TZVPD basis.

* gap between HOMO and LUMO: 9.1 eV
* relative energy (zero: lowest compared OMol25 entry of this formula, charge and spin): 1.601 eV
* HOMO: -8.75 eV
* DFT total energy: -12292.8981 eV
* SMILES string: C=C1C=C1I

Last column: Mulliken charge in e.
CARTESIAN COORDINATES (ANGSTROEM)
C: -0.211 -0.673 0.107  0.32
C: -0.095 -2.076 -0.034  -0.43
C: -0.871 0.431 0.089  -0.68
C: 1.127 -1.582 -0.254  -0.21
I: -1.133 -3.897 -0.029  0.11
H: -1.810 0.584 0.426  0.32
H: -0.344 1.416 -0.175  0.18
H: 2.072 -1.608 -0.684  0.38

---

Entry 3:
Below is a molecular structure, C4H3IrN2O3S4 in a non-equilibrium geometry, with properties calculated with the ωB97M-V functional and the def2-TZVPD basis.

* gap between HOMO and LUMO (spin up / spin down): 6.0 / 6.4 eV
* net charge: +1
* relative energy (zero: lowest compared OMol25 entry of this formula, charge and spin): 0.939 eV
* HOMO (spin up / spin down): -12.82 / -13.66 eV
* DFT total energy: -59489.6438 eV
* expectation value of S²: 0.99
* multiplicity: 2

Last column: Mulliken spin population.
CARTESIAN COORDINATES (ANGSTROEM)
Ir: -0.009 -0.016 -0.263  0.21
O: 2.813 4.873 -4.126  0.08
C: 2.340 4.053 -3.426  0.00
S: 3.228 2.606 -2.828  0.08
C: 1.922 1.933 -1.900  0.19
C: 0.713 2.631 -1.900  0.19
S: -0.726 2.203 -1.063  0.08
S: 0.643 4.099 -2.828  0.08
S: 2.270 0.473 -1.063  0.08
N: -0.290 -0.503 2.105  0.03
N: -0.991 -1.716 2.162  0.00
C: -1.379 -2.389 0.999  0.00
O: -1.979 -3.428 1.097  -0.01
O: -1.036 -1.795 -0.086  0.01
H: 0.630 -0.584 2.548  0.00
H: -0.821 0.253 2.548  0.00
H: -1.230 -2.130 3.054  0.00

---

Entry 4:
Below is a molecular structure, C4H3Li2O2Tb in a non-equilibrium geometry, with properties calculated with the ωB97M-V functional and the def2-TZVPD basis.

* gap between HOMO and LUMO (spin up / spin down): 6.6 / 7.6 eV
* net charge: +2
* relative energy (zero: lowest compared OMol25 entry of this formula, charge and spin): 2.424 eV
* HOMO (spin up / spin down): -16.14 / -15.88 eV
* DFT total energy: -31115.9242 eV
* expectation value of S²: 12.86
* multiplicity: 7

Last column: Mulliken spin population.
CARTESIAN COORDINATES (ANGSTROEM)
C: -0.705 0.342 -1.370  -0.40
O: -0.593 1.556 -1.726  -0.15
Li: 0.527 -2.507 1.267  -0.01
Li: -0.641 2.406 0.106  0.00
H: -1.233 -1.168 -0.645  -0.03
C: -1.115 -0.092 -0.035  -0.12
C: -0.136 0.533 0.949  -0.02
C: 1.112 0.014 1.009  -0.05
O: 1.593 -1.050 0.251  0.09
Tb: 1.518 -0.511 -1.732  6.75
H: -2.173 0.115 0.179  -0.03
H: 1.847 0.363 1.747  -0.01

---

Entry 5:
Below is a molecular structure, C4H3LiOSr in a non-equilibrium geometry, with properties calculated with the ωB97M-V functional and the def2-TZVPD basis.

* gap between HOMO and LUMO (spin up / spin down): 4.0 / 4.0 eV
* HOMO (spin up / spin down): -4.87 / -4.87 eV
* DFT total energy: -7275.8842 eV

Last column: Mulliken charge in e.
CARTESIAN COORDINATES (ANGSTROEM)
C: 0.165 1.021 -2.189  -0.29
C: -0.390 2.027 -1.428  -0.32
H: 0.733 1.349 -3.095  0.29
H: -0.185 3.083 -1.678  0.30
Sr: 0.529 -3.200 2.170  0.34
C: 0.766 -1.297 0.684  -1.26
C: -0.072 -0.440 1.236  0.78
O: -0.921 0.039 1.955  -0.61
H: 1.581 -1.159 -0.020  0.43
Li: -2.207 -1.422 2.366  0.33

---

Entry 6:
Below is a single C4H3N molecule in a non-equilibrium geometry, with properties calculated with the ωB97M-V functional and the def2-TZVPD basis.

* gap between HOMO and LUMO: 10.7 eV
* relative energy (zero: lowest compared OMol25 entry of this formula, charge and spin): 1.533 eV
* HOMO: -10.70 eV
* DFT total energy: -5682.9746 eV
* SMILES string: C#CCC#N

Last column: Mulliken charge in e.
CARTESIAN COORDINATES (ANGSTROEM)
C: 1.775 0.512 -0.085  -0.17
C: 0.855 -0.012 -0.660  -0.34
C: -0.372 -0.577 -0.049  -0.18
C: -1.518 0.304 -0.237  0.23
N: -2.395 1.050 -0.333  -0.36
H: 2.384 0.905 0.688  0.34
H: -0.158 -0.583 1.026  0.20
H: -0.571 -1.600 -0.350  0.28

---

Entry 7:
Below is a gas-phase ion, C4H3N2 (charge +1) in a non-equilibrium geometry, with properties calculated with the ωB97M-V functional and the def2-TZVPD basis.

* gap between HOMO and LUMO: 8.5 eV
* net charge: +1
* relative energy (zero: lowest compared OMol25 entry of this formula, charge and spin): 2.506 eV
* HOMO: -14.55 eV
* DFT total energy: -7162.7867 eV
* SMILES string: C=N/C=C1\C#[N+]1

Last column: Mulliken charge in e.
CARTESIAN COORDINATES (ANGSTROEM)
C: -0.292 -1.496 0.330  0.30
C: -1.177 -2.589 0.430  -0.07
C: 0.045 2.050 -0.115  -0.13
C: 0.364 -0.398 -0.372  0.12
N: -0.283 -2.310 1.361  -0.15
N: 0.213 0.827 -0.377  0.02
H: 0.660 2.424 0.583  0.32
H: -0.658 2.506 -0.819  0.29
H: 1.129 -1.014 -1.022  0.29

---

Entry 8:
Below is a single C4H3N3 molecule in a non-equilibrium geometry, with properties calculated with the ωB97M-V functional and the def2-TZVPD basis.

* gap between HOMO and LUMO: 9.9 eV
* relative energy (zero: lowest compared OMol25 entry of this formula, charge and spin): 0.967 eV
* HOMO: -9.47 eV
* DFT total energy: -8665.4435 eV
* SMILES string: N#Cc1ncc[nH]1

Last column: Mulliken charge in e.
CARTESIAN COORDINATES (ANGSTROEM)
N: 3.181 -0.475 0.645  -0.40
C: 2.071 -0.503 0.321  0.28
C: 0.689 -0.411 -0.018  0.31
N: -0.242 -1.343 0.057  -0.54
C: -1.423 -0.686 -0.113  -0.18
C: -1.198 0.673 -0.266  -0.27
N: 0.163 0.799 -0.279  -0.09
H: -2.352 -1.248 -0.132  0.40
H: -1.512 1.527 0.301  0.28
H: 0.622 1.666 -0.515  0.22

---

Entry 9:
Below is a molecular structure, C4H3N3 in a non-equilibrium geometry, with properties calculated with the ωB97M-V functional and the def2-TZVPD basis.

* gap between HOMO and LUMO (spin up / spin down): 6.6 / 7.6 eV
* relative energy (zero: lowest compared OMol25 entry of this formula, charge and spin): 2.685 eV
* HOMO (spin up / spin down): -6.15 / -11.85 eV
* DFT total energy: -8659.1912 eV
* expectation value of S²: 2.02
* multiplicity: 3

Last column: Mulliken spin population.
CARTESIAN COORDINATES (ANGSTROEM)
C: 0.101 -0.603 1.565  -0.04
C: -1.568 -0.286 -0.114  -0.06
C: 0.775 0.606 -0.722  0.60
C: -0.542 0.301 0.680  0.41
N: 0.485 -1.376 2.289  0.11
N: -2.244 -0.898 -0.787  0.19
N: 1.170 -0.482 -1.164  0.67
H: 0.737 1.686 -0.888  0.06
H: -0.661 1.325 1.085  0.00
H: 1.747 -0.274 -1.944  0.05

---

Entry 10:
Below is a single C4H3N3O molecule in a non-equilibrium geometry, with properties calculated with the ωB97M-V functional and the def2-TZVPD basis.

* gap between HOMO and LUMO: 8.5 eV
* relative energy (zero: lowest compared OMol25 entry of this formula, charge and spin): 4.268 eV
* HOMO: -9.97 eV
* DFT total energy: -10709.3830 eV
* SMILES string: O=c1cncnnc1

Last column: Mulliken charge in e.
CARTESIAN COORDINATES (ANGSTROEM)
C: 0.167 0.575 -1.166  0.30
C: 1.200 0.564 0.053  -0.02
C: 0.345 -1.362 0.899  0.14
C: -1.236 0.590 -0.486  0.07
H: 1.906 1.340 0.342  0.39
H: 0.654 -2.500 1.250  0.31
H: -1.754 1.499 -0.838  0.38
N: 1.086 -0.182 1.038  -0.42
N: -0.990 -1.490 0.692  -0.36
N: -1.656 -0.344 0.394  -0.30
O: 0.279 1.310 -2.179  -0.48

---

Entry 11:
Below is a single C4H3N3O molecule in a non-equilibrium geometry, with properties calculated with the ωB97M-V functional and the def2-TZVPD basis.

* gap between HOMO and LUMO: 8.5 eV
* relative energy (zero: lowest compared OMol25 entry of this formula, charge and spin): 3.343 eV
* HOMO: -9.71 eV
* DFT total energy: -10710.3075 eV

Last column: Mulliken charge in e.
CARTESIAN COORDINATES (ANGSTROEM)
C: -2.998 0.256 -0.009  0.12
C: -1.827 -0.359 0.283  0.58
C: 0.593 -0.109 -0.233  0.70
C: 2.035 0.124 -0.150  -0.83
N: -3.762 0.964 -0.522  -0.37
N: -0.996 -0.918 0.992  0.02
N: 0.259 -0.823 0.918  -0.58
O: -0.254 0.400 -0.912  -0.52
H: 2.388 -0.884 0.145  0.32
H: 2.429 0.453 -1.147  0.30
H: 2.134 0.894 0.635  0.25

---

Entry 12:
Below is a single C4H3N3O molecule in a non-equilibrium geometry, with properties calculated with the ωB97M-V functional and the def2-TZVPD basis.

* gap between HOMO and LUMO: 9.8 eV
* relative energy (zero: lowest compared OMol25 entry of this formula, charge and spin): 3.290 eV
* HOMO: -9.17 eV
* DFT total energy: -10710.3612 eV
* SMILES string: c1ncn2cnoc12

Last column: Mulliken charge in e.
CARTESIAN COORDINATES (ANGSTROEM)
C: -1.241 -1.371 0.001  -0.61
C: -1.123 0.946 0.003  0.07
C: 1.490 0.782 -0.028  0.04
C: 0.067 -0.933 -0.044  0.43
H: -1.914 -2.142 0.355  0.36
H: -1.178 2.100 -0.071  0.27
H: 1.905 1.837 0.149  0.33
N: -1.960 -0.120 -0.072  -0.53
N: 0.136 0.453 -0.208  0.12
N: 2.317 -0.235 0.087  -0.27
O: 1.498 -1.317 -0.172  -0.21

---

Entry 13:
Below is a single C4H3N3O molecule in a non-equilibrium geometry, with properties calculated with the ωB97M-V functional and the def2-TZVPD basis.

* gap between HOMO and LUMO: 8.7 eV
* relative energy (zero: lowest compared OMol25 entry of this formula, charge and spin): 3.471 eV
* HOMO: -8.80 eV
* DFT total energy: -10710.1801 eV
* SMILES string: C#Cc1nn[nH]c1O

Last column: Mulliken charge in e.
CARTESIAN COORDINATES (ANGSTROEM)
C: 0.565 0.560 -0.117  0.70
C: -0.152 -0.647 0.057  0.03
C: -1.588 -0.528 0.070  -0.37
C: -2.810 -0.514 -0.122  -0.14
H: 0.825 2.399 0.471  0.35
H: 2.586 0.622 -0.226  0.20
H: -3.926 -0.624 -0.073  0.38
N: 1.811 0.011 -0.099  0.23
N: 1.927 -1.341 -0.005  -0.64
N: 0.631 -1.729 0.041  -0.23
O: 0.132 1.791 0.004  -0.52

---

Entry 14:
Below is a single C4H3N3O molecule in a non-equilibrium geometry, with properties calculated with the ωB97M-V functional and the def2-TZVPD basis.

* gap between HOMO and LUMO: 9.1 eV
* relative energy (zero: lowest compared OMol25 entry of this formula, charge and spin): 3.681 eV
* HOMO: -9.14 eV
* DFT total energy: -10709.9697 eV
* SMILES string: c1cc2oncn2n1

Last column: Mulliken charge in e.
CARTESIAN COORDINATES (ANGSTROEM)
C: 1.733 -0.157 -0.141  -0.10
C: 1.090 1.168 -0.099  -0.63
C: -0.264 0.753 0.298  0.46
C: -1.637 -1.018 -0.146  0.01
H: 2.785 -0.309 0.008  0.40
H: 1.522 2.204 -0.025  0.31
H: -1.718 -2.096 -0.116  0.37
N: -2.495 0.024 -0.035  -0.28
N: -0.313 -0.575 0.302  0.57
N: 0.866 -1.193 0.009  -0.88
O: -1.570 1.198 -0.056  -0.22

---

Entry 15:
Below is a single C4H3N3O molecule in a non-equilibrium geometry, with properties calculated with the ωB97M-V functional and the def2-TZVPD basis.

* gap between HOMO and LUMO: 8.3 eV
* relative energy (zero: lowest compared OMol25 entry of this formula, charge and spin): 5.181 eV
* HOMO: -9.81 eV
* DFT total energy: -10708.4701 eV
* SMILES string: O=c1ccnnnc1

Last column: Mulliken charge in e.
CARTESIAN COORDINATES (ANGSTROEM)
C: 1.146 -0.269 -0.404  0.50
C: 0.632 1.079 0.047  -0.32
C: -0.692 1.297 0.126  -0.24
C: 0.106 -1.351 0.067  -0.04
H: 1.465 1.627 0.406  0.40
H: -1.096 2.159 0.477  0.46
H: 0.991 -2.057 0.399  0.30
N: -1.756 0.473 -0.539  -0.20
N: -1.913 -0.772 -0.490  -0.14
N: -1.240 -1.605 0.287  -0.20
O: 2.356 -0.582 -0.376  -0.52

---

Entry 16:
Below is a molecular structure, C4H3NO in a non-equilibrium geometry, with properties calculated with the ωB97M-V functional and the def2-TZVPD basis.

* gap between HOMO and LUMO: 11.1 eV
* relative energy (zero: lowest compared OMol25 entry of this formula, charge and spin): 5.824 eV
* HOMO: -10.99 eV
* DFT total energy: -7726.9201 eV

Last column: Mulliken charge in e.
CARTESIAN COORDINATES (ANGSTROEM)
C: 0.838 -1.528 -0.010  -0.70
C: 1.746 -0.637 0.016  0.48
C: 0.237 0.082 -0.013  0.77
C: -1.237 0.078 -0.002  -0.84
N: 0.976 1.160 -0.010  -0.43
O: 2.250 0.596 0.011  -0.16
H: -1.612 -0.363 0.920  0.28
H: -1.630 -0.499 -0.835  0.30
H: -1.567 1.112 -0.076  0.31

---

Entry 17:
Below is a single C4H3NO molecule, with properties calculated with the ωB97M-V functional and the def2-TZVPD basis.

* gap between HOMO and LUMO: 10.2 eV
* relative energy (zero: lowest compared OMol25 entry of this formula, charge and spin): 2.508 eV
* HOMO: -9.73 eV
* DFT total energy: -7730.2362 eV
* SMILES string: C#C[C@H]1N=C1O

Last column: Mulliken charge in e.
CARTESIAN COORDINATES (ANGSTROEM)
O: -1.923 1.027 -0.609  -0.44
C: -0.158 -0.762 0.157  -0.30
C: 1.222 -0.399 -0.093  -0.57
C: 2.360 -0.091 -0.337  0.37
C: -1.191 0.231 0.146  0.35
N: -0.909 -0.061 1.330  -0.50
H: -2.363 1.676 -0.037  0.37
H: -0.407 -1.809 -0.005  0.33
H: 3.369 0.187 -0.551  0.39

---

Entry 18:
Below is a single C4H3NO molecule in a non-equilibrium geometry, with properties calculated with the ωB97M-V functional and the def2-TZVPD basis.

* gap between HOMO and LUMO (spin up / spin down): 8.5 / 8.5 eV
* relative energy (zero: lowest compared OMol25 entry of this formula, charge and spin): 4.857 eV
* HOMO (spin up / spin down): -8.71 / -8.71 eV
* DFT total energy: -7727.8870 eV

Last column: Mulliken charge in e.
CARTESIAN COORDINATES (ANGSTROEM)
O: 0.505 0.902 -1.379  -0.43
C: 0.087 0.383 -0.172  -0.48
C: -0.103 -1.040 -0.097  -0.19
C: -0.241 -2.241 -0.084  0.31
C: -0.027 1.211 0.982  0.18
N: -0.216 1.886 1.934  -0.43
H: 1.474 0.919 -1.438  0.33
H: -1.095 1.283 0.325  0.31
H: -0.384 -3.303 -0.071  0.40

---

Entry 19:
Below is 2 unconnected molecules or ions with the total composition C4H3NO in a non-equilibrium geometry, with properties calculated with the ωB97M-V functional and the def2-TZVPD basis.

* gap between HOMO and LUMO (spin up / spin down): 6.3 / 6.3 eV
* relative energy (zero: lowest compared OMol25 entry of this formula, charge and spin): 9.402 eV
* HOMO (spin up / spin down): -9.49 / -9.48 eV
* DFT total energy: -7723.3417 eV

Last column: Mulliken charge in e.
CARTESIAN COORDINATES (ANGSTROEM)
C: -1.344 0.176 -0.252  -0.46
C: 1.026 0.801 -0.457  -0.22
C: -0.830 0.501 -1.404  0.29
C: -0.066 0.291 0.261  0.33
N: 0.330 1.100 -1.570  -0.38
O: 0.123 -1.946 1.736  -0.61
H: -2.193 -0.190 0.105  0.46
H: 2.069 0.734 -0.183  0.33
H: 0.884 -1.467 1.765  0.26

---

Entry 20:
Below is 2 unconnected molecules or ions with the total composition C4H3NO2 in a non-equilibrium geometry, with properties calculated with the ωB97M-V functional and the def2-TZVPD basis.

* gap between HOMO and LUMO: 10.1 eV
* relative energy (zero: lowest compared OMol25 entry of this formula, charge and spin): 1.995 eV
* HOMO: -9.66 eV
* DFT total energy: -9779.6919 eV

Last column: Mulliken charge in e.
CARTESIAN COORDINATES (ANGSTROEM)
N: 2.417 -0.667 0.720  -0.45
C: 1.280 -0.848 0.337  0.56
C: 0.018 -1.115 0.030  -0.53
C: -1.049 -0.294 0.610  -0.09
C: -1.130 1.859 -1.597  0.16
O: -0.870 0.679 1.316  -0.51
O: -1.391 2.932 -1.334  -0.16
H: 3.006 0.000 0.229  0.30
H: -0.208 -1.921 -0.659  0.36
H: -2.073 -0.625 0.347  0.37